No. 1
Density functional theory data (ωB97M-V/def2-TZVPD) for a gas-phase ion, C6H8N (charge +1) in a non-equilibrium geometry.

```
! wB97M-V def2-TZVPD RIJCOSX def2/J DEFGRID3
* xyz 1 1
N 1.26188 0.33028 -2.23436
C -1.44085 0.11865 1.08407
C 1.01378 1.25444 1.41810
C 0.09245 -0.37697 -0.25099
C -0.00015 0.62140 0.77320
C -1.18247 -0.92410 -0.01471
C 0.93814 -0.54272 -1.38506
H 1.89910 1.29440 0.84297
H -2.10168 1.05152 0.78918
H -1.87805 -0.18884 2.02675
H -1.26172 -2.03135 0.14507
H 0.98886 1.70942 2.39622
H -1.55901 -0.75266 -1.06396
H 1.30196 -1.69189 -1.57588
H 1.92776 0.12841 -2.95062
*
```

Calculated values
HOMO-LUMO gap: 0.28648 hartree
Largest force on an atom: 5.39 eV/A
Energy relative to the best compared isomer or geometry (same formula, charge and spin): 126.83 kcal/mol


No. 2
Density functional theory data (ωB97M-V/def2-TZVPD) for 3 unconnected molecules or ions with the total composition C4H13O4 in a non-equilibrium geometry.

```
! wB97M-V def2-TZVPD RIJCOSX def2/J DEFGRID3
* xyz 0 2
O 1.83953 -1.35748 -0.07104
O -0.78223 -1.56485 -1.39939
O 3.63844 0.43525 1.48531
O 1.15180 0.95940 0.10755
C -0.10350 1.41606 0.42950
C -1.20566 1.21657 -0.63162
C -1.50540 -1.29321 -0.25763
C -2.19050 0.05832 -0.33928
H -2.83359 0.02413 -1.24050
H -0.79681 -1.38314 0.61947
H -0.46251 1.13011 1.41788
H -1.83938 2.10989 -0.78448
H 2.82146 0.71896 1.04171
H 0.15191 -1.74918 -1.10438
H 2.54369 -1.62833 -0.66968
H 0.08030 2.50528 0.65630
H -2.79762 0.35158 0.52268
H -2.24650 -2.09305 0.05565
H 1.63018 -0.32358 -0.08744
H 3.39460 -0.48181 1.66587
H -0.48821 0.94908 -1.41647
*
```

Calculated values
HOMO-LUMO gap (spin up / spin down): 0.39805 / 0.25278 hartree
Largest force on an atom: 3.25 eV/A
Energy relative to the best compared isomer or geometry (same formula, charge and spin): 8.71 kcal/mol


No. 3
Density functional theory data (ωB97M-V/def2-TZVPD) for 2 unconnected molecules or ions with the total composition C27H35BN2O6 in a non-equilibrium geometry.

```
! wB97M-V def2-TZVPD RIJCOSX def2/J DEFGRID3
* xyz 0 1
O 0.92493 -3.24933 1.80915
O -0.48047 -2.28954 3.33455
O -2.20980 -1.92397 -0.75344
O 1.12011 -3.06125 -0.60041
O -1.03760 -3.47942 0.46392
O 3.01596 -2.19510 0.37724
N 4.79196 2.40625 -1.13094
N -5.09319 2.51794 -0.84744
C -2.06443 -3.06806 -0.30981
C 2.45534 -2.82098 -0.45706
C -5.33855 3.79332 -1.49367
C -1.35718 0.86676 0.33008
C -2.65058 2.73179 -0.67927
C 3.61151 1.82197 -0.75005
C 1.27409 1.23889 -1.11898
C -2.55630 0.35545 0.76948
C 1.20964 0.64339 0.14488
C 6.08225 2.14937 -0.50666
C -3.01547 -4.19724 -0.58627
C -5.05635 0.24427 0.83881
C 6.05661 0.93697 0.40162
C -3.80109 0.92544 0.43634
C 4.79438 0.95730 1.28800
C -6.34237 1.82947 -0.62469
C -0.09397 0.04891 0.65019
C 2.34147 0.55014 0.90884
C 4.89774 3.39087 -2.18585
C 3.53945 1.12570 0.49632
C -1.40677 2.13578 -0.28005
C -6.15732 0.38563 -0.22006
C 2.43235 1.86623 -1.53368
C 3.18966 -3.53507 -1.57304
C 0.29609 -3.16323 3.02270
C -3.87384 2.09980 -0.37944
C 0.72532 -4.29081 3.93876
B 0.26546 -2.92982 0.56477
H 0.37300 1.39655 -1.71430
H -0.13357 -0.20237 1.74845
H -5.80454 3.62623 -2.46730
H -0.06727 -5.02519 4.10603
H -5.44082 0.64744 1.79194
H 1.62649 -4.85006 3.64120
H 0.90322 -3.86340 4.91314
H 2.41629 2.41028 -2.47352
H 3.94400 -4.20795 -1.16182
H 5.57650 4.18658 -1.86319
H 4.93511 1.75400 2.03326
H 3.74575 -2.79230 -2.12835
H -5.89998 -0.19853 -1.11076
H -4.43228 4.37392 -1.61896
H 6.95683 0.94845 1.02797
H -2.55210 -0.51892 1.44369
H 6.39558 3.04579 0.05403
H 6.07059 0.01983 -0.19284
H 4.71576 -0.00252 1.80750
H 6.82317 2.01373 -1.30309
H 2.30409 0.12238 1.92640
H -0.50727 2.73223 -0.39557
H 3.92631 3.80977 -2.41107
H -3.10444 -4.95497 0.23602
H 5.32806 2.95714 -3.08997
H -7.09857 -0.00309 0.18822
H -2.74736 -4.72930 -1.49154
H -2.60914 3.65703 -1.22913
H 0.03689 -1.08552 0.37041
H -3.98678 -3.77134 -0.75673
H -6.06396 4.36338 -0.90787
H -6.93025 2.36737 0.13396
H -4.81056 -0.81364 0.97290
H -6.92518 1.86617 -1.54560
H 2.54738 -4.09703 -2.27828
*
```

Calculated values
HOMO-LUMO gap: 0.26692 hartree
Largest force on an atom: 3.27 eV/A
Energy relative to the best compared isomer or geometry (same formula, charge and spin): 0.00 kcal/mol


No. 4
Density functional theory data (ωB97M-V/def2-TZVPD) for a molecular structure, Ag2FI8NO3 in a non-equilibrium geometry.

```
! wB97M-V def2-TZVPD RIJCOSX def2/J DEFGRID3
* xyz -6 3
I -1.19112 -1.61809 -2.85825
I -2.20451 -1.42002 2.49634
I 1.81426 1.87127 -3.89020
I 0.46498 2.96431 4.52004
I 1.37151 4.83980 0.01041
I 2.33666 -0.34506 1.66622
I -3.13609 4.06563 1.74609
I -2.61414 2.25552 -3.97614
Ag -0.42500 2.69135 1.86500
Ag 0.12423 -0.61317 -0.32187
F -0.68992 1.48540 -0.01772
O 0.44233 -2.91480 -0.17445
O 0.40743 -5.14285 -0.37001
O 2.24285 -4.07773 -0.31995
N 1.05653 -4.04155 -0.37554
*
```

Calculated values
HOMO-LUMO gap (spin up / spin down): 0.12338 / 0.09021 hartree
Largest force on an atom: 4.43 eV/A